No. 1
53
Properties=species:S:1:pos:R:3:nbo_charge:R:1 method="wB97M-V/def2-TZVPD" de_lowest_kcal_mol=5.2 smiles="CCCC(=O)Nc1ccc2c(c1)nc1n2CCN(C2CCCCC2)C1" gap_ev=8.51 mol_weight_g_mol=340.47 e_homo_ev=-7.79 e_lumo_ev=0.717 charge=0
C -9.60 -0.61 0.09 -0.601
C -8.15 -1.07 0.01 -0.388
C -7.19 0.11 0.01 -0.498
C -5.74 -0.35 -0.07 0.689
O -5.41 -1.51 -0.15 -0.604
N -4.86 0.70 -0.03 -0.601
C -3.46 0.69 -0.05 0.134
C -2.83 1.94 0.04 -0.241
C -1.46 2.07 0.04 -0.234
C -0.72 0.91 -0.05 0.076
C -1.34 -0.37 -0.14 0.188
C -2.72 -0.48 -0.14 -0.259
N -0.38 -1.34 -0.20 -0.482
C 0.76 -0.71 -0.15 0.394
N 0.63 0.64 -0.07 -0.362
C 1.77 1.47 0.15 -0.226
C 2.69 0.68 1.10 -0.218
N 3.11 -0.60 0.58 -0.451
C 4.47 -0.73 0.08 -0.023
C 4.86 0.27 -1.02 -0.426
C 6.26 -0.04 -1.53 -0.395
C 7.27 0.01 -0.39 -0.396
C 6.88 -0.96 0.72 -0.395
C 5.48 -0.64 1.23 -0.405
C 2.12 -1.31 -0.22 -0.262
H -9.77 -0.05 1.01 0.198
H -9.86 0.02 -0.75 0.198
H -10.27 -1.47 0.09 0.212
H -7.91 -1.72 0.85 0.211
H -8.00 -1.65 -0.90 0.212
H -7.32 0.70 0.92 0.214
H -7.39 0.76 -0.85 0.216
H -5.27 1.62 0.04 0.392
H -3.44 2.83 0.11 0.200
H -0.99 3.04 0.11 0.214
H -3.20 -1.44 -0.21 0.263
H 1.47 2.42 0.60 0.214
H 2.29 1.68 -0.80 0.199
H 3.57 1.28 1.35 0.210
H 2.13 0.51 2.03 0.198
H 4.53 -1.74 -0.33 0.197
H 4.15 0.21 -1.85 0.206
H 4.84 1.29 -0.63 0.192
H 6.54 0.67 -2.31 0.209
H 6.28 -1.04 -1.97 0.195
H 8.27 -0.23 -0.76 0.209
H 7.31 1.03 0.02 0.192
H 7.59 -0.89 1.55 0.209
H 6.90 -1.98 0.34 0.194
H 5.47 0.36 1.67 0.190
H 5.18 -1.35 2.01 0.219
H 2.41 -1.31 -1.29 0.198
H 2.06 -2.35 0.10 0.227

No. 2
55
Properties=species:S:1:pos:R:3:nbo_charge:R:1 method="wB97M-V/def2-TZVPD" de_lowest_kcal_mol=442.7 gap_ev=8.88 mol_weight_g_mol=388.54 e_homo_ev=-8.40 e_lumo_ev=0.480 charge=0
C -2.10 -3.89 0.04 -0.579
H -2.85 -3.24 0.14 0.212
H -2.34 -4.68 -0.59 0.202
H -1.68 -4.23 0.89 0.213
C -1.07 -3.36 -1.03 -0.110
N -0.61 -2.12 -0.14 -0.391
C 0.63 -2.04 0.45 0.193
N 0.83 -0.78 0.84 -0.374
N -0.39 -0.15 0.86 -0.301
C -1.15 -0.94 0.26 0.361
C -2.63 -0.31 0.11 -0.090
C -3.30 0.28 1.02 -0.182
C -4.49 0.41 0.91 -0.250
C -5.22 0.41 -0.10 0.341
C -4.62 -0.36 -1.32 -0.209
C -3.37 -0.78 -0.95 -0.178
H -2.79 -1.40 -1.87 0.177
H -5.21 -0.58 -2.01 0.197
O -6.43 0.77 -0.41 -0.483
C -7.26 1.40 0.79 -0.303
H -8.28 1.51 0.19 0.216
H -7.40 0.85 1.75 0.211
H -6.77 2.43 0.95 0.207
H -5.03 1.17 2.02 0.136
H -2.64 0.57 1.78 0.240
S 2.04 -3.07 -0.02 0.293
C 3.32 -2.59 1.00 -0.637
H 2.90 -1.88 1.89 0.265
H 3.89 -3.29 1.31 0.227
C 4.13 -1.36 0.34 0.685
O 5.19 -1.44 -0.28 -0.618
N 3.44 -0.17 0.13 -0.725
H 2.56 -0.04 0.66 0.448
C 3.97 0.89 -0.46 -0.063
C 3.64 2.24 0.34 -0.177
C 4.24 2.43 1.80 -0.645
H 3.70 1.46 2.15 0.186
H 4.05 3.19 2.54 0.227
H 5.24 2.04 1.79 0.208
C 2.06 2.72 0.41 -0.404
C 1.73 2.60 -0.96 -0.381
C 1.80 1.45 -1.63 -0.446
C 3.33 1.05 -1.84 -0.391
H 3.59 0.00 -2.35 0.217
H 3.85 1.94 -2.48 0.194
H 1.56 0.50 -1.40 0.235
H 1.66 1.34 -2.85 0.217
H 0.70 2.72 -1.07 0.218
H 2.16 3.60 -1.74 0.165
H 1.49 1.89 0.90 0.209
H 2.01 3.59 0.78 0.201
H 4.21 3.16 -0.23 0.193
H 5.27 0.94 -0.60 0.237
H -1.44 -2.96 -1.74 0.174
H -0.13 -3.92 -0.95 0.230

No. 3
56
Properties=species:S:1:pos:R:3:nbo_charge:R:1 method="wB97M-V/def2-TZVPD" de_lowest_kcal_mol=41.4 smiles="C[C@@H]1ON=C(C(=O)NCC[C@H]2CCCN(C(=O)c3ccc(N)c(O)c3)C2)[C@H]1C" gap_ev=8.52 mol_weight_g_mol=388.47 e_homo_ev=-7.79 e_lumo_ev=0.737 charge=0
C 6.71 2.33 4.28 -0.628
C 6.81 1.49 3.03 0.077
O 6.64 2.36 1.87 -0.361
N 5.36 2.22 1.39 -0.076
C 4.81 1.22 1.94 0.101
C 3.41 0.82 1.60 0.635
O 2.90 -0.16 2.13 -0.624
N 2.78 1.60 0.70 -0.597
C 1.43 1.31 0.26 -0.220
C 1.39 0.23 -0.82 -0.390
C -0.01 -0.09 -1.31 -0.236
C 0.03 -1.01 -2.53 -0.392
C -1.38 -1.39 -3.00 -0.409
C -2.20 -1.97 -1.85 -0.214
N -2.20 -1.06 -0.71 -0.443
C -3.17 -0.10 -0.52 0.672
O -2.91 0.98 0.00 -0.631
C -4.57 -0.43 -0.91 -0.176
C -5.14 -1.67 -0.70 -0.182
C -6.48 -1.89 -1.00 -0.266
C -7.27 -0.87 -1.52 0.125
N -8.59 -1.05 -1.85 -0.804
C -6.68 0.38 -1.72 0.299
O -7.52 1.35 -2.23 -0.699
C -5.36 0.61 -1.41 -0.243
C -0.86 -0.75 -0.23 -0.220
C 5.70 0.46 2.88 -0.294
C 6.14 -0.87 2.27 -0.602
H 6.88 1.70 5.16 0.213
H 7.45 3.13 4.27 0.223
H 5.72 2.77 4.36 0.215
H 7.80 1.05 2.92 0.196
H 3.30 2.37 0.31 0.417
H 0.85 1.00 1.13 0.217
H 0.99 2.23 -0.12 0.203
H 2.01 0.55 -1.66 0.201
H 1.86 -0.68 -0.42 0.212
H -0.51 0.85 -1.59 0.207
H 0.58 -0.53 -3.34 0.210
H 0.58 -1.92 -2.26 0.194
H -1.89 -0.50 -3.38 0.200
H -1.33 -2.11 -3.81 0.212
H -3.22 -2.15 -2.18 0.227
H -1.78 -2.92 -1.52 0.190
H -4.55 -2.47 -0.28 0.219
H -6.92 -2.86 -0.82 0.209
H -9.12 -0.28 -2.22 0.408
H -9.07 -1.90 -1.61 0.391
H -7.03 2.18 -2.30 0.486
H -4.93 1.59 -1.53 0.224
H -0.39 -1.69 0.08 0.193
H -0.96 -0.11 0.65 0.238
H 5.19 0.28 3.83 0.237
H 5.28 -1.51 2.08 0.236
H 6.65 -0.70 1.32 0.209
H 6.82 -1.39 2.94 0.211

No. 4
56
Properties=species:S:1:pos:R:3:nbo_charge:R:1 method="wB97M-V/def2-TZVPD" de_lowest_kcal_mol=12.4 gap_ev=8.03 mol_weight_g_mol=388.47 e_homo_ev=-8.29 e_lumo_ev=-0.265 charge=0
C -7.22 -0.62 -2.27 -0.607
C -5.88 -0.66 -1.55 -0.400
C -5.99 -0.07 -0.14 -0.208
N -4.72 -0.10 0.55 -0.320
C -4.32 -1.11 1.40 0.144
C -5.20 -2.25 1.76 -0.644
C -3.06 -0.83 1.82 -0.249
C -2.63 0.37 1.16 -0.207
C -1.34 0.92 1.32 0.030
C -0.61 1.67 0.44 -0.363
C -0.97 1.90 -0.90 0.283
N -1.22 2.04 -2.01 -0.330
C 0.71 2.15 0.86 0.790
O 1.19 2.02 1.96 -0.591
O 1.36 2.78 -0.15 -0.511
C 2.66 3.26 0.14 -0.171
C 3.73 2.16 0.12 0.674
O 4.82 2.35 0.62 -0.614
N 3.35 1.03 -0.51 -0.656
C 4.04 -0.22 -0.63 0.802
O 3.46 -1.13 -1.18 -0.643
N 5.26 -0.21 -0.10 -0.643
C 6.15 -1.37 -0.07 0.129
C 6.45 -1.83 -1.50 -0.620
C 7.43 -0.92 0.63 -0.611
C 5.49 -2.50 0.72 -0.621
C -3.72 0.79 0.38 0.249
C -3.89 2.07 -0.35 -0.662
H -7.58 0.40 -2.36 0.204
H -7.12 -1.04 -3.27 0.220
H -7.96 -1.20 -1.72 0.202
H -5.14 -0.09 -2.12 0.209
H -5.52 -1.68 -1.49 0.204
H -6.71 -0.64 0.44 0.211
H -6.34 0.96 -0.20 0.208
H -6.09 -1.92 2.29 0.217
H -5.51 -2.80 0.87 0.217
H -4.64 -2.93 2.40 0.237
H -2.46 -1.42 2.48 0.223
H -0.84 0.69 2.25 0.238
H 2.89 4.00 -0.62 0.226
H 2.68 3.73 1.13 0.234
H 2.42 1.01 -0.93 0.428
H 5.57 0.64 0.34 0.440
H 6.92 -1.02 -2.06 0.208
H 7.12 -2.68 -1.48 0.206
H 5.53 -2.11 -1.99 0.238
H 8.14 -1.74 0.68 0.218
H 7.90 -0.10 0.08 0.213
H 7.22 -0.58 1.64 0.212
H 6.15 -3.37 0.77 0.206
H 4.56 -2.79 0.24 0.236
H 5.26 -2.17 1.74 0.208
H -3.71 1.95 -1.42 0.249
H -3.18 2.81 0.01 0.239
H -4.90 2.46 -0.22 0.217

No. 5
60
Properties=species:S:1:pos:R:3:mulliken_spin:R:1 method="wB97M-V/def2-TZVPD" spin_multiplicity=3 de_lowest_kcal_mol=9.3 gap_ev="8.88 / 7.52" mol_weight_g_mol=542.89 e_homo_ev="-8.67 / -8.77" e_lumo_ev="0.212 / -1.258" s_squared=2.01 charge=0
Pd 0.38 1.05 -0.50 1.492
O 2.76 3.99 -0.16 0.022
C 2.59 2.88 -0.63 0.006
O 2.15 1.85 0.05 0.162
C 3.05 2.59 -2.06 0.005
C 3.97 1.34 -2.14 -0.003
C 4.95 1.53 -3.30 -0.001
C 3.98 1.42 -4.51 0.001
C 2.67 1.01 -3.81 -0.002
O 3.12 0.30 -2.65 -0.003
C 2.01 2.24 -3.18 0.032
C 0.61 1.96 -2.67 -0.079
O 0.13 0.77 -2.78 0.141
O 0.00 2.86 -2.06 0.097
H 3.61 3.47 -2.36 0.000
H 4.39 1.02 -1.19 0.002
H 5.69 0.73 -3.31 0.000
H 5.48 2.48 -3.26 0.000
H 4.31 0.65 -5.21 0.000
H 3.88 2.35 -5.06 0.000
H 2.00 0.39 -4.38 0.000
H 1.93 3.07 -3.88 -0.004
C -2.99 -2.58 4.86 0.000
C -3.86 -1.34 4.72 0.000
N -3.49 -0.53 3.56 0.000
C -2.84 0.75 3.81 -0.001
C -1.42 0.61 4.36 0.001
C -3.92 -0.97 2.35 0.000
O -4.65 -1.94 2.22 0.000
C -3.50 -0.22 1.12 0.013
C -4.45 0.14 0.17 -0.003
C -4.04 0.76 -1.00 0.000
C -2.69 0.99 -1.19 -0.010
N -1.77 0.62 -0.29 0.055
C -2.17 0.03 0.83 -0.007
H -3.30 -3.16 5.74 0.000
H -1.94 -2.32 4.98 0.000
H -3.10 -3.22 3.99 0.000
H -3.77 -0.70 5.60 0.000
H -4.91 -1.63 4.61 0.000
H -3.45 1.30 4.53 0.000
H -2.84 1.33 2.90 0.000
H -1.43 0.12 5.34 0.000
H -0.97 1.59 4.48 0.000
H -0.79 0.02 3.70 0.000
H -5.49 -0.08 0.35 0.000
H -4.75 1.06 -1.75 0.000
H -2.29 1.47 -2.08 0.001
H -1.38 -0.28 1.51 0.006
C 2.15 -4.19 -0.86 0.002
N 1.79 -3.03 -0.09 0.002
C 1.30 -1.87 -0.59 -0.014
N 1.12 -1.79 -1.92 0.005
O 1.02 -0.95 0.21 0.075
H 2.55 -4.95 -0.19 0.000
H 2.93 -3.96 -1.59 0.000
H 1.29 -4.62 -1.38 0.000
H 1.89 -3.04 0.91 0.000
H 1.53 -2.48 -2.52 0.000
H 0.91 -0.88 -2.33 0.005

No. 6
61
Properties=species:S:1:pos:R:3:nbo_charge:R:1 method="wB97M-V/def2-TZVPD" de_lowest_kcal_mol=3.3 gap_ev="6.80 / 6.80" mol_weight_g_mol=697.87 e_homo_ev="-13.99 / -14.03" e_lumo_ev="-7.190 / -7.228" charge=+2
Re 0.40 -0.25 -0.58 0.970
S -3.63 -4.58 4.12 1.046
N -2.34 -3.66 4.39 -0.574
C -2.01 -3.11 3.24 0.081
C -0.91 -2.19 3.03 -0.069
C -0.05 -1.74 4.04 -0.066
C 0.94 -0.84 3.70 -0.226
C 1.07 -0.42 2.39 0.075
N 0.27 -0.85 1.40 -0.465
C -0.72 -1.72 1.73 0.240
C -1.60 -2.11 0.65 0.130
N -1.32 -1.54 -0.54 -0.432
C -2.11 -1.81 -1.58 0.052
C -3.20 -2.67 -1.47 -0.209
C -3.49 -3.26 -0.26 -0.091
C -2.68 -2.97 0.84 -0.065
C -2.87 -3.49 2.17 0.167
N -3.82 -4.32 2.55 -0.590
H -0.19 -2.09 5.05 0.267
H 1.62 -0.46 4.45 0.261
H 1.83 0.30 2.11 0.218
H -1.88 -1.31 -2.51 0.229
H -3.82 -2.86 -2.34 0.260
H -4.33 -3.93 -0.14 0.264
N 2.22 0.96 -0.76 -0.859
C 3.62 0.42 -0.81 -0.231
C 3.77 -0.96 -0.17 -0.422
C 3.74 -2.11 -1.18 -0.420
C 2.58 -2.09 -2.16 -0.227
N 1.26 -2.11 -1.46 -0.813
H 2.08 1.51 -1.62 0.441
H 2.18 1.65 -0.02 0.411
H 4.27 1.15 -0.33 0.225
H 3.93 0.38 -1.86 0.216
H 3.00 -1.09 0.60 0.188
H 4.72 -1.01 0.36 0.254
H 3.74 -3.06 -0.65 0.224
H 4.65 -2.09 -1.77 0.247
H 2.64 -2.96 -2.81 0.228
H 2.60 -1.20 -2.80 0.209
H 1.27 -2.87 -0.78 0.399
H 0.56 -2.40 -2.14 0.416
C -3.61 4.03 -1.52 -0.638
C -2.58 3.81 -2.60 -0.062
O -1.25 4.01 -2.02 -0.834
P -0.21 2.86 -1.87 1.747
S 0.56 2.00 -3.43 -0.528
S -1.17 1.37 -0.71 -0.260
O 0.90 3.51 -0.95 -0.857
C 0.60 4.36 0.20 -0.065
C 1.17 3.71 1.44 -0.643
H -4.61 3.96 -1.96 0.242
H -3.50 5.01 -1.08 0.231
H -3.54 3.27 -0.74 0.209
H -2.66 4.55 -3.39 0.221
H -2.63 2.82 -3.04 0.191
H -0.48 4.50 0.28 0.203
H 1.07 5.32 0.00 0.221
H 0.70 2.75 1.64 0.198
H 1.01 4.35 2.31 0.253
H 2.25 3.58 1.35 0.212

No. 7
53
Properties=species:S:1:pos:R:3:mulliken_spin:R:1 method="wB97M-V/def2-TZVPD" spin_multiplicity=5 de_lowest_kcal_mol=12.2 gap_ev="6.33 / 4.95" mol_weight_g_mol=536.75 e_homo_ev="-9.24 / -11.82" e_lumo_ev="-2.915 / -6.865" s_squared=6.05 charge=+1
O -0.45 0.23 -2.04 0.014
C -0.58 1.22 -3.14 0.002
C -0.04 0.29 -4.22 -0.001
H 0.05 2.11 -2.97 0.000
H -1.64 1.50 -3.32 0.000
C -0.05 -0.73 -3.06 0.004
H 0.94 0.58 -4.59 0.000
H -0.75 0.08 -5.04 0.000
C 1.28 -1.38 -2.76 0.004
H 1.88 -0.81 -2.05 0.001
H 1.82 -1.52 -3.70 0.000
H 1.11 -2.38 -2.36 0.000
C -1.18 -1.71 -3.31 -0.003
H -2.14 -1.18 -3.35 0.001
H -1.26 -2.43 -2.49 0.000
H -0.99 -2.26 -4.24 0.000
Os -0.90 -1.16 2.07 1.999
C -2.67 -1.52 3.11 0.150
C -2.36 -0.15 3.15 0.030
C -2.32 0.33 1.80 0.073
H -2.19 0.43 4.04 -0.005
C -2.62 -0.76 0.95 0.180
C -2.80 -1.91 1.75 -0.082
H -3.07 -2.91 1.43 -0.003
H -2.79 -2.19 3.97 0.001
H -2.03 1.31 1.46 0.007
H -2.66 -0.70 -0.14 0.066
C 0.57 -2.16 3.58 0.137
C -0.09 -3.08 2.71 0.059
C 0.47 -2.93 1.40 0.080
H -0.75 -3.88 3.02 -0.002
C 1.61 -2.05 1.51 0.357
C 1.67 -1.60 2.85 0.210
H 2.45 -0.96 3.26 0.012
H 0.39 -2.06 4.65 -0.004
H 0.18 -3.51 0.52 0.007
H 2.32 -1.86 0.71 0.028
O 2.28 1.88 -1.07 0.005
C 1.37 1.64 0.04 -0.028
C 0.33 2.78 0.11 -0.001
H 1.89 1.62 1.02 0.005
H 0.97 0.62 -0.08 0.044
C 1.05 3.94 -0.63 0.000
H 0.09 3.06 1.16 0.000
H -0.60 2.44 -0.39 -0.004
C 2.27 3.32 -1.32 0.000
H 1.38 4.69 0.10 0.000
H 0.43 4.43 -1.38 0.000
H 3.19 3.82 -0.94 0.000
H 2.24 3.41 -2.43 0.000
S 1.51 2.20 4.57 0.425
C 0.82 1.25 3.51 -0.064
N 0.38 0.62 2.57 0.295

No. 8
56
Properties=species:S:1:pos:R:3:mulliken_spin:R:1 method="wB97M-V/def2-TZVPD" spin_multiplicity=3 gap_ev="4.84 / 3.05" mol_weight_g_mol=586.39 e_homo_ev="-7.19 / -9.41" e_lumo_ev="-2.344 / -6.367" s_squared=2.04 charge=+1
C 2.67 -1.61 -2.99 0.160
C 2.17 -0.59 -2.19 -0.001
C 0.90 0.00 -2.50 0.075
C 0.16 -0.48 -3.64 -0.081
C 0.74 -1.49 -4.46 0.135
C 1.96 -2.06 -4.12 -0.042
C -1.10 0.07 -3.88 0.353
C -1.63 1.11 -3.09 -0.095
C -0.83 1.55 -1.98 0.113
C -1.31 2.60 -1.13 -0.019
C -2.56 3.15 -1.38 0.153
C -3.33 2.74 -2.48 -0.034
C -2.87 1.76 -3.34 0.130
H 3.63 -2.07 -2.74 0.018
H 0.19 -1.80 -5.35 0.001
H 2.37 -2.86 -4.73 0.002
H -1.67 -0.27 -4.75 0.008
H -2.94 3.93 -0.71 0.016
H -4.31 3.19 -2.64 0.002
H -3.42 1.45 -4.23 0.001
N 0.34 0.91 -1.67 0.112
Au -0.14 -0.30 0.64 0.264
C 2.87 -0.17 -0.92 0.025
H 2.76 0.91 -0.77 0.006
H 3.93 -0.44 -0.94 0.008
C -0.48 3.02 0.07 0.015
H 0.58 3.04 -0.21 0.004
H -0.81 4.00 0.44 0.003
P 2.10 -0.97 0.55 0.264
P -0.63 1.79 1.43 0.286
C -2.31 1.99 2.06 0.001
H -2.43 1.28 2.89 0.003
H -2.48 3.01 2.42 0.011
H -3.03 1.74 1.27 -0.003
C 0.50 2.36 2.71 0.000
H 0.24 3.39 3.01 0.002
H 0.39 1.69 3.57 0.000
H 1.54 2.33 2.36 0.001
C 2.39 -2.74 0.33 0.016
H 3.46 -2.96 0.17 0.014
H 2.04 -3.26 1.23 0.005
H 1.81 -3.11 -0.52 -0.002
C 3.07 -0.45 1.98 0.002
H 2.68 -0.96 2.86 0.001
H 4.12 -0.74 1.82 0.009
H 3.00 0.64 2.13 -0.001
H -1.08 -1.51 -0.75 0.050
H -0.77 -1.89 -0.08 -0.005
N -1.89 -1.83 5.10 0.001
C -1.39 -2.29 3.91 0.002
N -1.35 -3.66 3.78 0.000
O -0.99 -1.52 3.02 0.012
H -2.16 -2.45 5.85 0.000
H -1.88 -0.84 5.24 0.000
H -1.07 -4.03 2.89 0.000
H -1.76 -4.28 4.47 0.000